A cluster of 13 separate species, C46H128N10O16 in total in a non-equilibrium geometry, computed with wB97M-V/def2-TZVPD.

Results
Energy relative to the best compared isomer or geometry (same formula, charge and spin) = 80.60 kcal/mol
Calculated total energy = -3580.46800 Eh
Highest occupied orbital energy = -8.41 eV

```
! wB97M-V def2-TZVPD RIJCOSX def2/J DEFGRID3
* xyz 0 1
C -4.007 -5.458 4.980
C -4.595 -4.590 3.770
C -4.340 -3.098 3.935
O -4.925 -2.381 2.861
C -6.343 -2.178 3.028
N -4.121 -5.073 2.472
H -4.604 -5.243 5.863
H -2.916 -5.258 5.176
H -4.201 -6.508 4.691
H -5.655 -4.747 3.803
H -3.309 -2.820 3.923
H -4.676 -2.803 4.916
H -6.847 -3.122 2.869
H -6.701 -1.488 2.231
H -6.503 -1.752 4.044
H -3.304 -5.650 2.475
H -4.014 -4.354 1.746
C -0.650 -3.851 -4.007
C 0.005 -2.905 -4.973
C 0.970 -3.686 -5.923
O 0.285 -4.697 -6.651
C 1.068 -5.167 -7.700
N -1.043 -2.204 -5.752
H -1.234 -3.305 -3.242
H 0.014 -4.578 -3.578
H -1.366 -4.455 -4.599
H 0.673 -2.104 -4.543
H 1.893 -4.129 -5.449
H 1.356 -2.915 -6.659
H 0.589 -6.101 -7.971
H 2.056 -5.489 -7.329
H 1.167 -4.507 -8.534
H -1.394 -2.926 -6.420
H -0.659 -1.398 -6.303
C -0.969 5.491 4.115
C -0.478 6.398 2.982
C -1.560 7.483 2.779
O -1.339 8.124 1.558
C -1.800 9.425 1.438
N 0.858 6.937 3.063
H -1.979 5.102 4.027
H -0.879 5.946 5.110
H -0.241 4.616 4.057
H -0.553 5.814 2.091
H -1.497 8.291 3.571
H -2.637 7.040 2.791
H -1.444 10.082 2.199
H -2.919 9.534 1.432
H -1.422 9.864 0.493
H 0.788 7.662 3.799
H 0.980 7.306 2.144
C 5.184 4.667 2.222
C 3.686 4.712 2.117
C 3.162 3.859 0.957
O 3.686 4.140 -0.323
C 3.682 5.510 -0.613
N 2.994 4.260 3.406
H 5.769 4.830 1.337
H 5.450 3.675 2.660
H 5.529 5.336 3.027
H 3.307 5.725 2.033
H 2.035 3.876 0.827
H 3.440 2.802 1.099
H 4.414 6.011 -0.037
H 2.669 6.026 -0.447
H 3.953 5.660 -1.682
H 2.396 3.443 3.335
H 2.306 4.960 3.764
C 4.353 -4.925 -1.711
C 3.552 -3.640 -1.862
C 4.309 -2.652 -2.718
O 4.084 -3.019 -4.081
C 4.727 -2.210 -5.018
N 2.164 -3.869 -2.021
H 5.417 -4.639 -1.458
H 4.358 -5.423 -2.705
H 4.016 -5.644 -1.010
H 3.646 -3.165 -0.904
H 5.380 -2.747 -2.567
H 3.974 -1.616 -2.493
H 4.478 -1.167 -4.802
H 4.374 -2.518 -6.033
H 5.792 -2.352 -5.005
H 1.612 -3.067 -1.954
H 1.980 -4.171 -3.007
C 4.717 0.520 2.695
C 4.878 -0.109 1.307
C 4.562 -1.538 1.414
O 3.325 -1.700 1.990
C 2.939 -2.908 2.571
N 4.181 0.672 0.267
H 5.173 1.524 2.784
H 5.204 -0.225 3.353
H 3.649 0.521 2.922
H 5.921 0.032 0.983
H 5.318 -2.044 2.050
H 4.587 -2.150 0.475
H 3.626 -3.250 3.380
H 2.776 -3.673 1.833
H 1.991 -2.731 3.141
H 4.364 0.239 -0.672
H 3.151 0.536 0.391
C 0.879 0.658 3.784
C -0.231 0.299 4.708
C -1.389 -0.362 3.903
O -1.832 0.351 2.734
C -2.974 1.125 2.918
N 0.110 -0.711 5.760
H 1.180 -0.173 3.116
H 1.780 0.955 4.391
H 0.585 1.492 3.187
H -0.528 1.227 5.186
H -2.265 -0.535 4.587
H -1.005 -1.397 3.637
H -2.790 2.030 3.525
H -3.846 0.572 3.301
H -3.352 1.493 1.911
H 0.560 -1.478 5.332
H 0.825 -0.299 6.392
C -2.686 3.633 0.298
C -2.958 4.418 -0.935
C -1.651 4.981 -1.623
O -0.999 3.898 -2.186
C -0.203 4.336 -3.296
N -3.861 3.710 -1.898
H -1.793 3.043 0.056
H -3.528 3.006 0.597
H -2.416 4.332 1.103
H -3.475 5.341 -0.668
H -1.021 5.570 -1.009
H -2.026 5.709 -2.431
H 0.415 3.568 -3.595
H 0.369 5.211 -3.103
H -0.879 4.491 -4.153
H -4.075 4.382 -2.610
H -3.359 2.897 -2.313
C 0.618 1.034 -0.028
C 0.706 -0.446 -0.438
C -0.493 -1.308 0.084
O -1.788 -0.921 -0.425
C -2.897 -1.725 0.112
N 1.065 -0.688 -1.864
H 1.518 1.610 -0.087
H 0.187 1.134 1.050
H -0.127 1.450 -0.729
H 1.558 -0.895 0.139
H -0.454 -1.252 1.146
H -0.239 -2.370 -0.166
H -3.078 -1.484 1.130
H -2.596 -2.823 0.031
H -3.771 -1.596 -0.596
H 1.125 0.215 -2.392
H 0.270 -1.215 -2.266
C -0.600 -4.176 2.446
C -0.420 -5.583 1.732
C 0.927 -6.205 1.739
O 0.873 -7.259 0.812
C 2.065 -7.953 0.633
N -1.458 -6.487 2.227
H -0.359 -4.201 3.547
H -1.741 -3.961 2.377
H 0.034 -3.406 1.865
H -0.752 -5.348 0.726
H 1.082 -6.573 2.707
H 1.763 -5.544 1.451
H 2.805 -7.504 -0.030
H 1.768 -8.934 0.250
H 2.452 -8.250 1.649
H -1.417 -6.574 3.236
H -1.374 -7.335 1.686
C -2.137 0.203 -3.492
C -2.906 0.995 -4.604
O -2.391 0.674 -5.898
O -2.397 0.774 -2.225
H -1.045 0.286 -3.686
H -2.553 -0.801 -3.581
H -2.670 2.088 -4.544
H -3.984 0.865 -4.515
H -2.178 -0.268 -5.936
H -2.149 0.052 -1.532
C 4.235 1.878 -3.111
C 3.732 1.386 -4.476
O 2.965 2.355 -5.161
O 3.077 1.995 -2.326
H 4.686 2.863 -3.252
H 4.990 1.113 -2.731
H 3.087 0.565 -4.207
H 4.614 1.265 -5.072
H 2.505 2.906 -4.529
H 3.366 2.015 -1.393
C -7.455 0.784 -0.031
C -6.390 1.451 -0.840
O -5.884 2.570 -0.196
O -8.656 1.535 -0.144
H -7.192 0.757 1.057
H -7.619 -0.168 -0.447
H -6.843 1.677 -1.798
H -5.516 0.836 -0.953
H -5.433 3.121 -0.843
H -8.500 2.473 0.086
*
```